{
  "formula": "C4H5AuO3",
  "method": "ωB97M-V/def2-TZVPD",
  "symbols": ["O", "C", "C", "C", "H", "H", "H", "H", "O", "C", "O", "Au", "H"],
  "positions_angstrom": [[-1.7400, 1.8346, 0.7929], [-2.4728, 2.4127, 1.7073], [-3.8507, 2.3387, 1.9019], [-4.3270, 3.1096, 2.9248], [-1.8502, 3.0430, 2.3492], [-4.4948, 1.6733, 1.3347], [-3.6707, 3.7711, 3.4953], [-5.3844, 3.0897, 3.1905], [-1.1571, 0.4344, -0.7807], [-2.1467, 1.0522, -0.2798], [-3.3143, 0.8129, -0.5018], [-4.4258, -0.0012, -1.4257], [-0.5178, 0.1167, -0.0884]],
  "lowdin_charge": [0.314, 0.224, 0.185, 0.522, 0.232, 0.167, 0.187, 0.190, 0.399, -0.367, -0.059, 1.741, 0.265],
  "total_charge": 4,
  "energy_ev": -13995.802,
  "spin_multiplicity": 3
}